Entry 1:
79
Properties=species:S:1:pos:R:3:forces:R:3 method="wB97M-V/def2-TZVPD" relative_energy_kcal_mol=0.00 charge=+4 multiplicity=5 e_tot_ha=-4890.00951 e_homo_ev="-19.4 / -19.5"
Os 0.13126 0.62185 -0.03407 -0.5 -3.5 0.3
Se -2.30109 -0.12149 0.04708 -0.5 0.0 0.2
S 0.54623 -1.88129 0.22152 -1.0 1.5 -1.0
P 0.16218 1.49563 2.20416 -0.7 1.0 1.6
P 2.33532 1.02573 -0.63187 2.0 1.2 -1.0
P -0.71314 2.62931 -0.84969 -0.4 2.0 -0.9
N 0.40162 -2.26508 2.88696 -0.1 -0.4 -2.6
N 2.45090 -2.75341 1.83618 -1.2 1.4 -0.6
C -2.22194 3.27486 -0.01672 0.1 -0.3 0.1
C 0.34899 4.13601 -0.85500 0.1 -0.2 0.1
C 3.22396 2.32720 0.30533 -0.1 0.0 0.0
C -3.37000 -2.55657 -7.65748 3.3 -0.2 -2.7
C 1.17173 -2.31698 1.74664 1.1 -0.7 2.8
C -2.99787 -0.53265 -1.66775 -0.5 -0.1 -0.5
C -4.19166 -1.18573 -4.11023 0.3 0.2 0.6
C -2.81610 -1.33799 -3.94553 0.0 -0.1 0.2
C -1.25343 2.53969 -2.60408 0.1 -0.2 0.1
C 3.46688 -0.40405 -0.49462 -0.1 -0.2 0.0
C -4.39325 -0.35816 -1.84398 0.4 -0.2 0.1
C 3.35539 -2.35359 2.95463 0.0 -0.4 0.4
C -4.45912 -2.50901 -6.88072 -3.7 0.1 2.2
C -2.22591 -1.04046 -2.72042 0.0 0.1 -0.2
C 0.46354 -3.38157 3.86082 0.2 -0.3 0.7
C 0.54861 3.26074 2.53970 0.0 -0.1 -0.2
C 2.53736 1.51475 -2.38591 -0.1 -0.2 0.0
C 0.25343 -2.89247 5.28719 0.1 -0.2 0.2
C -1.39354 1.33150 3.16118 0.2 -0.1 -0.1
C -4.97438 -0.69388 -3.06400 -0.3 0.0 -0.1
C 1.38869 0.70708 3.30229 0.1 -0.4 -0.1
C 4.39108 -3.44177 3.16592 0.2 0.0 0.3
H 0.47564 -3.72630 5.96272 -0.1 0.2 -0.1
H 2.38065 0.66967 2.83576 -0.2 0.0 0.2
H -2.15999 1.92985 -2.69697 0.2 0.1 0.1
H -0.23161 4.96334 -1.28706 0.1 -0.3 0.1
H -0.78645 -2.59574 5.48024 0.3 0.0 -0.1
H 3.60644 1.61941 -2.61696 -0.3 0.0 0.1
H 2.71847 -2.21103 3.84304 0.5 0.0 -0.3
H 1.44539 1.28964 4.23132 0.0 -0.1 -0.2
H 2.11454 0.72868 -3.02301 0.1 0.1 0.1
H -4.66276 -1.47070 -5.04757 0.0 0.3 0.4
H 1.25030 3.99341 -1.45971 -0.2 0.1 0.1
H -1.75062 0.29676 3.16044 0.0 0.1 0.1
H -2.49974 4.23434 -0.47503 0.1 -0.3 0.1
H -1.45910 3.54890 -2.98765 0.1 -0.3 0.2
H 0.64932 4.42193 0.15895 -0.1 -0.1 -0.3
H 1.06804 -0.31447 3.54073 0.2 0.4 0.0
H 3.05221 -1.25894 -1.03758 0.1 0.2 0.0
H -0.42396 0.13751 -1.49637 0.4 0.3 -0.1
H -0.33111 -4.09158 3.58813 0.3 0.1 0.0
H 0.93244 -2.06913 5.54936 -0.2 -0.2 -0.1
H 1.53575 3.53262 2.15364 -0.2 0.0 0.1
H -2.19871 -1.70449 -4.76448 0.0 0.0 0.3
H -1.16319 -1.20781 -2.59304 -0.1 0.0 -0.1
H -0.57105 -2.01636 2.66698 0.6 0.1 0.2
H -0.47028 2.07071 -3.21179 -0.1 0.2 0.1
H -2.05808 3.43644 1.05429 0.0 0.0 -0.2
H 5.00729 -3.17776 4.02847 0.0 -0.1 -0.1
H -3.10792 -1.72547 -8.31968 0.0 -0.2 0.2
H -0.20495 3.93323 2.12005 0.1 -0.1 0.1
H 4.44452 -0.14949 -0.92462 -0.2 0.1 0.1
H -2.18050 1.97040 2.74340 0.2 -0.1 0.1
H -6.05184 -0.58472 -3.21680 0.4 0.0 0.2
H 0.55245 3.38459 3.63133 0.0 0.0 -0.3
H 3.90869 -4.40234 3.37040 0.1 0.1 0.0
H -5.00145 0.02831 -1.02692 0.0 -0.1 -0.2
H -3.05076 2.56552 -0.13611 0.1 0.2 0.0
H 3.83885 -1.38751 2.69515 -0.3 -0.5 0.1
H 3.60065 -0.68917 0.55444 0.0 0.2 -0.1
H -5.11882 -1.62954 -6.89261 0.2 -0.5 -0.2
H 2.93038 -2.83274 0.94087 -0.2 -0.2 0.2
H 2.02713 2.45598 -2.61278 0.1 -0.2 0.1
H 4.24670 2.40867 -0.08573 -0.2 -0.1 0.1
H 1.43972 -3.87349 3.72927 -0.5 0.1 0.1
H -1.18936 1.64201 4.19579 -0.1 -0.1 -0.3
H -4.75633 -3.35384 -6.24697 0.1 0.3 -0.2
H 5.07547 -3.55321 2.31725 -0.2 0.0 0.0
H 3.27348 2.07864 1.37058 0.0 0.0 -0.2
H 2.72820 3.29583 0.19541 0.1 -0.2 0.0
H -2.73990 -3.44876 -7.71607 -0.1 0.2 0.1

Entry 2:
14
Properties=species:S:1:pos:R:3:forces:R:3 method="wB97M-V/def2-TZVPD" relative_energy_kcal_mol=40.64 charge=+1 e_tot_ha=-232.64287 e_homo_ev=-15.7
O 1.23746 -0.31606 -0.28617 -1.1 -0.1 1.0
C 1.66197 1.07654 -0.26692 0.2 0.3 1.0
C -1.61018 0.04248 0.30817 -1.3 -1.2 -0.1
C 0.36328 -0.75313 0.61448 2.2 1.2 -0.8
C -1.35498 -0.78107 -0.71188 0.1 -1.8 0.6
H -1.71488 1.07558 0.21374 0.6 1.7 0.1
H -0.96006 -0.36760 -1.61775 0.2 -0.6 -0.6
H 2.62690 1.14053 0.26843 -0.7 0.1 -0.2
H 0.96785 1.92725 -0.04664 -0.1 -1.4 0.9
H -1.61993 -1.85456 -0.47413 0.5 1.2 -1.3
H 1.76251 1.20327 -1.27780 1.2 0.6 -2.5
H -2.20707 -0.44337 1.03034 -0.2 0.0 1.6
H 0.38867 -0.12076 1.49064 -0.8 -0.2 0.5
H 0.45846 -1.82911 0.75550 -0.9 0.1 -0.1

Entry 3:
15
Properties=species:S:1:pos:R:3:forces:R:3 method="wB97M-V/def2-TZVPD" relative_energy_kcal_mol=2.38 charge=-1 e_tot_ha=-15792.91383 e_homo_ev=-2.4
Br 8.64605 2.19132 3.60988 -0.4 -0.6 -1.0
Br 7.16210 4.74353 8.53267 0.3 1.6 -0.6
Br 9.13443 2.49791 6.64326 0.6 0.0 -0.2
Br 5.73616 2.12210 8.99957 -1.3 -1.0 -0.3
Br 8.35397 2.54281 10.41646 0.7 0.2 0.8
Br 8.77872 5.03475 4.86411 -1.0 2.0 -0.1
O 5.22080 2.10781 5.04832 2.2 -2.4 0.9
O 5.13421 4.01969 6.03405 1.4 2.4 2.8
O 3.47342 3.32705 4.73358 -2.4 1.0 -0.3
C 9.42456 3.32053 4.86663 -0.6 -1.1 1.1
C 4.54567 3.17268 5.30693 -0.1 -1.1 -2.3
C 6.79329 3.45907 9.81497 -0.5 -0.4 0.3
Li 6.37678 2.73113 6.57084 -1.0 0.1 -1.3
H 6.17913 3.90109 10.59508 0.5 -0.2 0.2
H 10.44859 3.43743 4.68960 1.4 -0.5 0.0

Entry 4:
30
Properties=species:S:1:pos:R:3:forces:R:3 method="wB97M-V/def2-TZVPD" relative_energy_kcal_mol=22.07 charge=0 e_tot_ha=-862.14883 e_homo_ev=-8.8
P 2.47859 -0.04018 -0.17306 -1.7 -0.5 -0.3
O -0.24939 1.42563 -1.43920 -0.2 -0.2 0.0
O 1.05094 -0.91693 -0.39943 2.8 1.0 -0.5
N 2.35875 1.13992 0.84746 1.2 0.5 -0.3
C -1.26988 -0.85765 0.32182 1.1 1.6 0.1
C -1.52420 -1.35161 -1.15639 1.3 0.7 2.2
C -1.45301 0.70153 0.54192 -1.2 -2.0 -0.8
C 2.86342 0.48157 -1.86244 0.7 -0.1 1.8
C 0.26254 -1.15274 0.72825 -2.0 3.6 0.1
C -0.82133 1.64355 -0.39857 0.2 2.2 -0.2
C -0.90230 3.10151 0.16166 2.3 0.4 -2.3
C -2.23839 -1.62907 1.22221 -1.3 -0.8 -3.4
H 2.09556 1.20585 -2.01890 -0.4 0.8 -0.3
H -1.97350 -2.63528 1.05895 0.9 -1.7 0.4
H -1.39692 3.11587 1.13370 0.4 0.5 -0.1
H -1.07879 -2.30774 -1.19764 0.5 -1.5 0.0
H -2.19798 -1.41011 2.22268 -0.1 0.7 2.4
H -3.31127 -1.80160 0.81133 1.4 1.5 0.8
H 0.65761 -0.43324 1.50220 -1.0 -0.9 -0.1
H 0.26084 -2.12033 1.05443 0.7 -2.8 0.8
H 3.31764 -1.08051 0.27154 0.2 -0.1 -0.4
H -1.31747 3.82819 -0.59759 -0.1 -1.0 0.9
H -1.07831 1.06492 1.50653 -0.5 -0.6 0.2
H 3.22853 1.75012 0.80089 -1.6 -0.9 0.2
H -2.55515 0.88634 0.42767 0.7 0.3 0.5
H 0.23817 3.41175 0.07654 -2.2 -0.5 1.1
H 2.77870 -0.29325 -2.56907 0.1 -1.0 -0.9
H -0.92839 -0.78603 -1.86854 -1.0 0.4 -0.3
H -2.57517 -1.54429 -1.16133 -0.8 0.6 -1.2
H 3.87361 0.91934 -1.80339 -0.4 -0.1 -0.3